Molecular formula: C14H22BNO2Sn
Method: DFT, ωB97M-V/def2-TZVPD

Results
LUMO (alpha / beta)   -1.637 / -1.624 eV
Electronic energy   -26961.78760 eV

```
! RIJCOSX wB97M-V def2-TZVPD def2/J DEFGRID3
* xyz 0 1
H -0.866 2.641 5.217
H -0.933 -0.839 -2.994
H -2.032 1.289 5.366
H -0.349 -3.094 0.730
C -0.156 -2.530 -0.175
H 1.784 -1.199 4.999
C -1.151 -2.024 -1.080
C -1.658 -1.253 4.718
H 1.262 2.421 4.203
H 2.137 1.398 0.541
H 1.726 1.143 5.320
N 1.600 0.781 1.182
H -1.875 -1.011 5.761
C 1.272 1.333 4.343
H -2.222 -2.171 -1.006
H -0.565 1.340 6.332
C -0.974 1.561 5.347
H 2.097 -2.440 -0.232
C 1.133 -2.174 -0.682
O -0.018 -1.128 2.962
B -0.200 0.078 2.292
C 0.428 2.615 -2.260
H 1.908 0.938 3.540
C -0.262 -0.763 4.329
H -2.479 1.202 -1.516
H -2.165 2.434 -0.174
H 0.564 -1.144 6.260
C 0.948 -1.412 -1.881
C -0.467 -1.318 -2.132
C -1.746 1.811 -0.974
H 0.197 3.392 -3.000
H 0.609 -2.539 5.221
C -0.481 2.016 -1.490
H -1.711 -2.344 4.630
O -0.753 1.133 3.026
Sn -0.037 0.424 0.035
C 0.744 -1.451 5.226
H 1.740 -1.009 -2.529
H -2.443 -0.837 4.081
C -0.180 0.824 4.295
H 1.482 2.333 -2.207
*
```

Löwdin population analysis, charges in e, atoms 1 to 2: atom 1 (H): 0.095, atom 2 (H): 0.089

=====

Molecular formula: C14H22BrCdIO7
Method: DFT, ωB97M-V/def2-TZVPD

Results
LUMO   -10.906 eV
Electronic energy   -111891.53420 eV

```
! RIJCOSX wB97M-V def2-TZVPD def2/J DEFGRID3
* xyz 2 1
H 1.981 -2.372 -0.360
C -0.001 -1.931 0.353
H 0.628 -0.107 4.213
C 1.074 -1.340 -2.035
C 0.405 -1.470 1.786
H 0.278 -3.787 -0.855
C 1.117 1.953 3.421
C -1.844 3.132 -0.735
C 0.088 0.554 -3.614
O -0.633 2.900 -2.958
C 1.054 0.209 -2.415
H 1.613 0.320 1.721
H 2.098 1.734 2.947
C 0.306 0.615 3.430
O -2.811 -0.930 1.866
Cd 1.830 4.117 0.409
H 0.610 -3.973 0.889
O -1.345 -4.889 1.443
C -1.770 -1.279 1.552
H -1.566 3.629 0.209
H -0.336 -0.408 -3.979
H -1.695 -4.412 2.218
H -1.752 1.570 -4.124
H 0.666 1.013 -4.449
H 2.079 0.462 -2.780
O -1.379 -4.031 0.344
O -1.203 -1.179 0.262
I -0.055 3.278 2.088
H 1.994 -1.745 -2.521
C 1.263 -1.528 -0.491
H 1.777 -0.609 -0.137
C -0.594 3.184 -1.637
H -0.775 0.812 3.636
O 0.484 3.467 -1.125
H -2.709 3.705 -1.136
O -0.813 -1.820 2.460
H -1.690 1.092 -2.416
Br 2.105 -2.177 2.499
H 0.874 0.844 -1.519
C -1.074 1.531 -3.238
C 0.549 0.077 1.969
H -0.071 0.653 1.244
H -2.204 2.099 -0.532
H 1.310 2.409 4.413
C -0.075 -3.486 0.161
H 0.212 -1.887 -2.472
*
```

Löwdin population analysis, charges in e, atoms 1 to 2: atom 1 (H): 0.114, atom 2 (C): -0.381

=====

Molecular formula: C14H22ClI2O3P2Rh
Method: DFT, ωB97M-V/def2-TZVPD

Results
LUMO (alpha / beta)   -7.707 / -10.187 eV
Electronic energy   -71310.13855 eV

```
! RIJCOSX wB97M-V def2-TZVPD def2/J DEFGRID3
* xyz 2 5
C -2.005 0.960 -2.749
I 2.910 0.283 -0.872
C 2.069 1.137 2.607
O -1.676 -1.904 0.435
Cl -7.578 -1.306 3.386
H 2.955 1.017 1.978
H -0.129 0.041 4.324
O -3.047 -1.938 -1.404
H 2.352 0.935 3.646
C 0.756 0.819 -3.568
H -1.362 -0.485 3.132
H -7.316 -1.186 0.519
C -0.575 -1.596 -2.854
C -3.885 -2.076 2.119
H -4.945 -2.096 4.015
H -1.564 -1.949 -2.491
H -0.952 1.239 3.286
H -0.539 -1.700 -3.946
C -5.262 -1.622 0.165
O -2.804 1.240 0.814
H 0.847 1.901 -3.432
H 0.544 -2.362 2.179
H -2.914 -2.430 2.501
H 0.232 -2.184 -2.387
C -0.548 0.222 3.330
H -5.364 -1.529 -0.914
H 0.361 0.527 -4.557
C -6.364 -1.427 0.976
H -2.783 0.203 -2.555
C -6.223 -1.543 2.390
H 2.171 -1.876 1.611
Rh -0.264 -0.166 -0.023
C -1.782 0.849 0.411
H 1.754 0.382 -3.446
C -4.993 -1.907 2.956
H 1.720 2.173 2.521
H -2.070 1.234 -3.818
I 1.675 2.710 -0.676
C -4.020 -1.893 0.732
C 1.375 -1.673 2.328
H 1.764 -1.756 3.353
H -2.158 1.830 -2.085
P 0.744 0.022 2.076
C -2.817 -1.911 -0.159
P -0.405 0.143 -2.348
*
```

Löwdin population analysis, charges in e, atoms 1 to 2: atom 1 (C): -0.217, atom 2 (I): 0.404